Record 1
# C8H10N3S

An isolated ion of composition C8H10N3S and charge +1 (ωB97M-V with the def2-TZVPD basis set, OMol25).

Values from the calculation:
Total charge: +1
Total energy (a.u.): -872.95661
Structure (SMILES): [NH3+][C@]1(c2cncs2)CC=CC=N1
Energy above the lowest of the compared OMol25 structures with the same formula, charge and spin (eV): 2.1900
HOMO level (hartree): -0.4702
Spin multiplicity: 1

XYZ file:
```
22
Properties=species:S:1:pos:R:3:lowdin_charge:R:1
C 1.53 2.66 1.86 -0.4226
C -2.05 -1.19 -0.02 -0.0889
N 1.52 -1.52 -0.29 0.2316
H -1.04 -0.07 1.53 0.1626
H -0.36 2.13 -0.63 0.1390
H 1.97 -1.50 -1.29 0.2175
C 0.46 2.09 0.11 -0.1801
H -3.07 -0.87 -1.71 0.0823
H -2.95 -1.75 0.36 0.1435
H -1.23 -0.02 -2.99 0.1266
H 1.92 3.22 2.65 0.0678
N 0.75 3.08 0.93 0.0396
C 0.52 -0.35 -0.27 -0.4036
C 1.05 0.87 0.41 -0.5287
C -0.87 -0.98 0.78 -0.0440
N 0.17 -0.23 -1.60 0.0839
H 0.98 -2.38 -0.22 0.1542
H 2.29 -1.41 0.39 0.1467
C -2.17 -0.71 -1.27 -0.0342
H -0.38 -1.81 1.42 0.1288
C -1.01 -0.26 -1.97 -0.1122
S 1.96 1.01 1.81 1.0900
```

Record 2
# C8H10NO

C8H10NO as an isolated structure (ωB97M-V with the def2-TZVPD basis set, OMol25).

Values from the calculation:
Total charge: +1
Total energy (a.u.): -440.38814
Energy above the lowest of the compared OMol25 structures with the same formula, charge and spin (eV): 5.5319
HOMO level (alpha / beta) (hartree): -0.4279 / -0.4280
Spin multiplicity: 1

XYZ file:
```
20
Properties=species:S:1:pos:R:3:lowdin_charge:R:1
H -3.22 0.79 1.70 0.1267
C -3.12 -0.46 0.09 -0.1869
N -3.18 0.70 0.73 0.2200
O -3.32 -0.44 -1.14 0.2115
H 2.13 1.86 -0.52 0.0940
H -3.65 0.38 -1.51 0.1600
H -2.99 -1.38 0.62 0.1701
H 4.00 0.42 -1.00 0.0765
C 0.19 0.93 -0.16 -0.0876
C 1.60 1.03 -0.22 -0.0073
C 0.20 -1.52 0.58 -0.0822
C 2.31 -0.11 0.13 -0.2885
H 3.59 -1.18 -0.79 0.0933
C 1.48 -1.09 0.56 0.1328
H -3.25 1.60 0.20 0.1724
H -0.36 -2.37 0.63 0.0705
H -0.38 1.80 -0.43 0.0850
H 4.51 -0.39 0.56 0.1074
C 3.73 -0.26 -0.23 -0.0221
C -0.29 -0.31 0.22 -0.0455
```

Record 3
# C8H10NO2

A 2-piece molecular cluster, C8H10NO2 overall (ωB97M-V with the def2-TZVPD basis set, OMol25).

Values from the calculation:
Total charge: -1
Total energy (a.u.): -516.00333
Energy above the lowest of the compared OMol25 structures with the same formula, charge and spin (eV): 1.9187
HOMO level (hartree): -0.1201
Spin multiplicity: 1

XYZ file:
```
21
Properties=species:S:1:pos:R:3:lowdin_charge:R:1
H 2.58 -1.07 2.28 0.0912
C 1.23 0.48 -0.91 -0.0671
H 1.15 0.86 -1.90 0.0885
C 0.83 -0.08 1.31 -0.0693
H -3.30 -0.93 -1.02 0.0704
H -2.39 -0.86 0.97 0.0584
C -1.55 2.10 -0.66 -0.0476
C 0.32 0.57 0.19 -0.1002
O -1.89 0.82 1.20 -0.1474
H 3.18 0.02 -1.57 0.0951
C -1.17 1.18 0.24 -0.6005
H -1.70 -1.28 -1.24 0.0880
H 3.83 -1.29 0.41 0.0965
O -2.56 -1.77 0.55 -0.2295
C 2.92 -0.69 0.31 -0.1355
H 0.17 -0.25 2.27 0.1479
C 2.41 -0.16 -0.83 -0.1692
H -2.59 2.41 -0.61 0.0203
C 2.06 -0.69 1.40 -0.1184
H -0.89 2.34 -1.57 0.0411
N -2.62 -1.71 -0.83 -0.1128
```

Record 4
# C8H10NO2

A 2-piece molecular cluster, C8H10NO2 overall (ωB97M-V with the def2-TZVPD basis set, OMol25).

Values from the calculation:
Total charge: +1
Total energy (a.u.): -515.73476
Energy above the lowest of the compared OMol25 structures with the same formula, charge and spin (eV): 3.1351
HOMO level (hartree): -0.4593
Spin multiplicity: 1

XYZ file:
```
21
Properties=species:S:1:pos:R:3:lowdin_charge:R:1
N 1.00 -1.12 -0.06 0.0922
C -3.08 -0.93 -0.20 -0.0705
H 2.45 0.90 -1.58 0.1449
H 3.19 1.34 -0.06 0.1458
H -3.70 -1.76 -0.47 0.1355
C 2.43 -0.72 -0.10 -0.0977
C 2.39 0.75 -0.50 -0.0535
C -1.18 0.02 0.26 -0.2571
H 2.84 -0.83 0.90 0.1388
H 0.83 -1.96 0.51 0.2000
C -3.35 0.39 0.00 -0.0143
H -4.31 0.86 -0.06 0.1189
H -1.95 2.04 0.53 0.1262
C -2.12 1.01 0.31 0.0344
O -1.76 -1.17 -0.04 0.0391
C 0.26 0.05 0.43 -0.1319
C 1.04 1.27 -0.03 -0.3778
H 3.00 -1.34 -0.79 0.1430
H 0.72 0.15 2.00 0.3065
O 0.65 2.39 -0.02 0.1714
H 0.65 -1.34 -1.01 0.2061
```

Record 5
# C8H10NPS

C8H10NPS in the gas phase (ωB97M-V with the def2-TZVPD basis set, OMol25).

Values from the calculation:
Total charge: 0
Total energy (a.u.): -1104.96228
HOMO level (alpha / beta) (hartree): -0.1944 / -0.3278
Spin multiplicity: 3

XYZ file:
```
21
Properties=species:S:1:pos:R:3:lowdin_charge:R:1
H -2.96 -1.58 -2.87 0.0592
C -2.32 -0.63 -3.01 -0.3745
H 2.37 3.07 2.83 0.1379
N 0.26 -1.01 0.16 -0.0134
H 2.75 -1.80 3.13 -0.0588
H -0.80 -2.00 -1.34 0.0893
C 0.10 1.17 1.12 -0.0697
C 0.82 0.03 0.92 -0.2840
S 2.98 -1.59 1.73 0.7521
H -0.07 3.01 1.98 0.1016
H -3.06 0.15 -3.32 0.0038
C 2.58 1.06 2.19 -0.1399
C 0.58 2.20 1.84 -0.1042
H -0.90 1.21 0.89 0.0448
H -1.61 -0.69 -3.77 -0.0157
P -1.66 0.28 -1.46 0.8136
H 0.99 -1.79 0.14 0.1128
C 2.06 -0.08 1.58 -0.5754
C 1.85 2.23 2.25 -0.1172
C -0.68 -0.94 -0.87 -0.5037
H 3.68 0.96 2.61 0.1416
```

Record 6
# C8H10O

C8H10O as an isolated structure (ωB97M-V with the def2-TZVPD basis set, OMol25).

Values from the calculation:
Total charge: 0
Total energy (a.u.): -385.94619
Energy above the lowest of the compared OMol25 structures with the same formula, charge and spin (eV): 3.4724
HOMO level (hartree): -0.2925
Spin multiplicity: 1

XYZ file:
```
19
Properties=species:S:1:pos:R:3:lowdin_charge:R:1
H 1.44 -1.03 1.91 0.1010
H 2.26 1.82 1.27 0.0439
C -0.37 -2.38 -0.04 -0.0391
H -1.41 -2.70 0.32 0.1131
C 1.46 -0.10 1.37 -0.1419
C 2.28 0.87 1.75 0.0138
O -0.41 0.66 -1.72 -0.0448
C 0.58 0.04 0.25 -0.1167
H 0.37 -2.76 0.67 0.0740
C -0.11 1.23 -0.45 -0.2080
H 0.40 2.21 -0.50 0.1544
H -0.12 -2.78 -1.05 0.1093
H -1.99 -0.74 -1.57 0.1524
H -2.21 1.70 -0.75 0.1123
H -2.05 0.96 0.90 0.1083
C -0.31 -0.94 -0.16 -0.2298
C -1.64 1.03 -0.09 0.0074
H 2.92 0.77 2.65 0.0655
C -1.28 -0.19 -0.97 -0.2751
```

Record 7
# C8H10O

C8H10O in the gas phase (ωB97M-V with the def2-TZVPD basis set, OMol25).

Values from the calculation:
Total charge: 0
Total energy (a.u.): -385.93704
Structure (SMILES): C=C1O[C@@]2(C)C=C[C@@H]1C2
Energy above the lowest of the compared OMol25 structures with the same formula, charge and spin (eV): 3.7214
HOMO level (hartree): -0.3203
Spin multiplicity: 1

XYZ file:
```
19
Properties=species:S:1:pos:R:3:lowdin_charge:R:1
H -0.14 0.35 -2.78 0.1512
H 1.57 -1.54 -0.35 0.0854
C 0.28 2.67 0.28 0.0766
H -1.81 -1.31 -1.43 0.1171
H 1.82 -0.72 1.18 0.1584
C 1.11 -0.78 0.21 -0.0022
C 0.21 1.46 0.08 -0.4382
C 1.03 0.58 -0.75 -0.1285
C -0.88 -0.85 -1.11 0.0040
H -0.60 -2.65 1.24 0.1373
H -0.83 -1.26 2.42 0.1210
H 1.82 0.93 -1.32 0.1115
H -0.48 3.18 0.76 0.0616
O -0.68 0.64 0.70 0.0103
H 1.11 3.08 -0.36 0.1066
C -0.46 -0.75 0.38 -0.5608
H -2.06 -1.42 1.20 0.1074
C -0.05 -0.06 -1.68 -0.0664
C -0.97 -1.57 1.34 -0.0525
```

Record 8
# C8H10O2

A 2-piece molecular cluster, C8H10O2 overall (ωB97M-V with the def2-TZVPD basis set, OMol25).

Values from the calculation:
Total charge: 0
Total energy (a.u.): -461.22978
Structure (SMILES): c1ccccc1.CC(=O)O
Energy above the lowest of the compared OMol25 structures with the same formula, charge and spin (eV): 2.9596
HOMO level (hartree): -0.3108
Spin multiplicity: 1

XYZ file:
```
20
Properties=species:S:1:pos:R:3:lowdin_charge:R:1
C 1.25 1.24 0.05 -0.0698
H -1.83 1.54 -1.24 0.0878
O -1.43 -1.22 -0.63 -0.0081
C 2.29 -0.83 0.59 -0.0998
C -1.85 -0.35 0.14 -0.5014
H 2.61 0.96 1.64 0.0785
H -2.36 -1.84 1.25 0.1893
H 1.63 -2.57 -0.33 0.1002
H -0.05 -1.29 -1.83 0.1228
C 0.42 0.56 -0.93 -0.1413
C 1.48 -1.50 -0.30 -0.0555
H -1.28 1.72 0.54 0.1455
C -2.04 1.13 -0.23 -0.0096
H -3.05 1.41 0.25 0.1083
H 3.01 -1.31 1.19 0.0846
C 0.56 -0.77 -1.08 -0.1509
H 1.09 2.29 0.35 0.1063
C 2.13 0.52 0.83 -0.1157
H -0.21 1.11 -1.58 0.0751
O -2.38 -0.80 1.31 0.0535
```